The following is a DFT calculation (ωB97M-V/def2-TZVPD) of a cluster of 2 separate species, C3H6OSe in total at a distorted geometry.

* orbital gap: 0.3522 Ha
* HOMO energy: -0.33505 hartree

Bonds (Å) are listed after each position.
Geometry (Å):
1 C 0.45 -1.35 0.56  C3 1.504, O4 1.208, H6 1.112
2 C 0.50 1.04 -0.43  C3 1.472, H7 1.067, H8 1.042, H9 1.000
3 C -0.16 0.01 0.40  C1 1.504, C2 1.472, Se5 1.953
4 O 1.25 -1.72 -0.27  C1 1.208
5 Se -2.00 -0.49 0.01  C3 1.953, H11 1.489
6 H -0.16 -1.92 1.29  C1 1.112
7 H 1.40 1.20 0.12  C2 1.067
8 H 0.00 1.93 -0.63  C2 1.042
9 H 0.91 0.65 -1.26  C2 1.000
10 H -0.28 0.81 1.66  no bonds
11 H -1.91 -0.17 -1.44  Se5 1.489

The following is a DFT calculation (ωB97M-V/def2-TZVPD) of a cluster of 9 separate species, C37H55F8N3O11 in total at a distorted geometry.

* orbital gap: 0.3638 Ha
* HOMO energy: -0.36306 hartree
* SMILES: FC(F)C(F)(F)COC(F)(F)C(F)F.O=C1CCCO1.O=C1CCCO1.O=C1CCCO1.O=C1CCCO1.O=C1CCCO1.CCCC#N.CCCC#N.CCCC#N

Bonds (Å) are listed after each position.
Geometry (Å):
1 F -3.51 -4.30 -3.72  C2 1.356
2 C -3.99 -3.43 -2.79  F1 1.356, F3 1.298, C4 1.517, H15 1.090
3 F -5.00 -2.80 -3.29  C2 1.298
4 C -4.07 -3.97 -1.38  C2 1.517, F5 1.354, F6 1.345, C7 1.532
5 F -2.87 -4.41 -0.94  C4 1.354
6 F -4.87 -5.05 -1.33  C4 1.345
7 C -4.72 -3.04 -0.34  C4 1.532, O8 1.462, H16 1.090, H17 1.090
8 O -4.11 -1.72 -0.43  C7 1.462, C9 1.432
9 C -3.09 -1.25 0.46  O8 1.432, F10 1.365, F11 1.348, C12 1.609
10 F -2.01 -2.05 0.23  C9 1.365
11 F -2.70 -0.06 -0.05  C9 1.348
12 C -3.37 -1.05 2.03  C9 1.609, F13 1.330, F14 1.326, H18 1.090
13 F -2.25 -0.69 2.65  C12 1.330
14 F -4.39 -0.21 2.20  C12 1.326
15 H -3.22 -2.66 -2.80  C2 1.090
16 H -4.45 -3.53 0.59  C7 1.090
17 H -5.80 -2.94 -0.42  C7 1.090
18 H -3.62 -2.01 2.47  C12 1.090
19 O 2.51 -0.89 2.28  C20 1.228
20 C 1.97 -1.22 3.33  O19 1.228, C21 1.526, O24 1.367
21 C 2.59 -1.82 4.59  C20 1.526, C22 1.520, H25 1.090, H26 1.090
22 C 1.39 -2.46 5.26  C21 1.520, C23 1.561, H27 1.090, H28 1.090
23 C 0.20 -1.57 4.79  C22 1.561, O24 1.452, H29 1.090, H30 1.090
24 O 0.64 -0.99 3.54  C20 1.367, C23 1.452
25 H 3.46 -2.42 4.36  C21 1.090
26 H 2.82 -0.87 5.09  C21 1.090
27 H 1.28 -3.53 5.05  C22 1.090
28 H 1.46 -2.39 6.35  C22 1.090
29 H -0.74 -2.09 4.64  C23 1.090
30 H 0.00 -0.76 5.50  C23 1.090
31 O -5.36 5.05 -3.16  C32 1.220
32 C -4.35 4.61 -2.64  O31 1.220, C33 1.465, O36 1.285
33 C -3.57 3.42 -3.00  C32 1.465, C34 1.506, H37 1.090, H38 1.090
34 C -2.54 3.27 -1.91  C33 1.506, C35 1.500, H39 1.090, H40 1.090
35 C -2.62 4.63 -1.28  C34 1.500, O36 1.355, H41 1.090, H42 1.090
36 O -3.78 5.22 -1.67  C32 1.285, C35 1.355
37 H -4.32 2.63 -3.05  C33 1.090
38 H -3.07 3.53 -3.96  C33 1.090
39 H -2.76 2.64 -1.05  C34 1.090
40 H -1.57 3.02 -2.35  C34 1.090
41 H -2.76 4.64 -0.20  C35 1.090
42 H -1.76 5.29 -1.36  C35 1.090
43 O 0.93 -3.64 -4.88  C44 1.227
44 C 0.70 -3.15 -5.98  O43 1.227, C45 1.441, O48 1.395
45 C -0.57 -2.94 -6.64  C44 1.441, C46 1.506, H49 1.090, H50 1.090
46 C -0.26 -2.08 -7.84  C45 1.506, C47 1.516, H51 1.090, H52 1.090
47 C 1.22 -2.28 -8.10  C46 1.516, O48 1.395, H53 1.090, H54 1.090
48 O 1.69 -2.79 -6.89  C44 1.395, C47 1.395
49 H -0.88 -3.95 -6.86  C45 1.090
50 H -1.33 -2.65 -5.91  C45 1.090
51 H -0.80 -2.42 -8.72  C46 1.090
52 H -0.54 -1.05 -7.59  C46 1.090
53 H 1.39 -2.87 -9.00  C47 1.090
54 H 1.66 -1.31 -8.34  C47 1.090
55 O 7.70 -1.65 -2.28  C56 1.213
56 C 6.57 -2.03 -2.53  O55 1.213, C57 1.552, O60 1.377
57 C 5.81 -3.19 -1.84  C56 1.552, C58 1.490, H61 1.090, H62 1.090
58 C 4.79 -3.43 -2.89  C57 1.490, C59 1.491, H63 1.090, H64 1.090
59 C 4.53 -2.11 -3.54  C58 1.491, O60 1.423, H65 1.090, H66 1.090
60 O 5.78 -1.44 -3.49  C56 1.377, C59 1.423
61 H 6.37 -4.09 -1.59  C57 1.090
62 H 5.21 -2.83 -1.00  C57 1.090
63 H 5.15 -4.08 -3.68  C58 1.090
64 H 3.97 -3.98 -2.42  C58 1.090
65 H 4.32 -2.27 -4.60  C59 1.090
66 H 3.67 -1.65 -3.06  C59 1.090
67 O 2.64 2.38 6.33  C68 1.211
68 C 1.84 2.67 5.47  O67 1.211, C69 1.472, O72 1.334
69 C 1.01 3.88 5.46  C68 1.472, C70 1.498, H73 1.090, H74 1.090
70 C -0.16 3.28 4.75  C69 1.498, C71 1.526, H75 1.090, H76 1.090
71 C 0.52 2.37 3.73  C70 1.526, O72 1.395, H77 1.090, H78 1.090
72 O 1.57 1.82 4.48  C68 1.334, C71 1.395
73 H 0.86 4.11 6.52  C69 1.090
74 H 1.48 4.81 5.14  C69 1.090
75 H -0.93 2.81 5.37  C70 1.090
76 H -0.68 4.03 4.14  C70 1.090
77 H -0.24 1.61 3.53  C71 1.090
78 H 0.81 2.91 2.84  C71 1.090
79 C -4.12 2.99 1.73  C80 1.519, H84 1.090, H85 1.090, H86 1.090
80 C -4.34 3.07 3.23  C79 1.519, C81 1.551, H87 1.090, H88 1.090
81 C -4.69 4.54 3.60  C80 1.551, C82 1.497, H89 1.090, H90 1.090
82 C -5.30 4.59 4.96  C81 1.497, N83 1.112
83 N -5.69 4.56 6.00  C82 1.112
84 H -4.96 3.36 1.16  C79 1.090
85 H -3.78 1.98 1.50  C79 1.090
86 H -3.27 3.66 1.65  C79 1.090
87 H -3.50 2.78 3.87  C80 1.090
88 H -5.18 2.39 3.34  C80 1.090
89 H -5.28 4.91 2.76  C81 1.090
90 H -3.76 5.08 3.75  C81 1.090
91 C 5.85 -0.31 2.43  C92 1.591, H96 1.090, H97 1.090, H98 1.090
92 C 5.35 -0.30 0.92  C91 1.591, C93 1.471, H99 1.090, H100 1.090
93 C 4.52 0.86 0.57  C92 1.471, C94 1.480, H101 1.090, H102 1.090
94 C 4.05 0.78 -0.83  C93 1.480, N95 1.135
95 N 3.65 0.73 -1.89  C94 1.135
96 H 5.11 0.04 3.14  C91 1.090
97 H 6.68 0.40 2.42  C91 1.090
98 H 6.43 -1.21 2.61  C91 1.090
99 H 4.76 -1.21 0.74  C92 1.090
100 H 6.21 -0.43 0.27  C92 1.090
101 H 5.10 1.79 0.62  C93 1.090
102 H 3.60 1.07 1.12  C93 1.090
103 C 0.90 -1.38 -1.82  C104 1.620, H108 1.090, H109 1.090, H110 1.090
104 C 0.37 0.08 -1.35  C103 1.620, C105 1.493, H111 1.090, H112 1.090
105 C 0.41 0.40 0.11  C104 1.493, C106 1.462, H113 1.090, H114 1.090
106 C -0.22 1.65 0.53  C105 1.462, N107 1.134
107 N -0.75 2.62 0.77  C106 1.134
108 H 0.88 -1.42 -2.91  C103 1.090
109 H 0.39 -2.18 -1.28  C103 1.090
110 H 1.90 -1.44 -1.39  C103 1.090
111 H -0.56 0.33 -1.86  C104 1.090
112 H 1.09 0.74 -1.83  C104 1.090
113 H 1.48 0.28 0.32  C105 1.090
114 H -0.17 -0.36 0.62  C105 1.090

The following is a DFT calculation (ωB97M-V/def2-TZVPD) of a cluster of 9 separate species, C30H76N2O18 in total at a distorted geometry.

* orbital gap: 0.3506 Ha
* HOMO energy: -0.34694 hartree
* SMILES: C[N+](=O)[O-].C[N+](=O)[O-].COCCOC.COCCOC.COCCOC.COCCOC.COCCOC.COCCOC.COCCOC

Bonds (Å) are listed after each position.
Geometry (Å):
1 C -0.38 0.24 -3.19  N2 1.498, H5 1.090, H6 1.090, H7 1.090
2 N -0.01 -0.10 -1.78  C1 1.498, O3 1.182, O4 1.199
3 O 1.12 0.06 -1.48  N2 1.182
4 O -0.86 -0.61 -1.12  N2 1.199
5 H -0.18 -0.67 -3.75  C1 1.090
6 H 0.27 0.96 -3.68  C1 1.090
7 H -1.44 0.50 -3.30  C1 1.090
8 C 2.67 -3.61 5.43  N9 1.419, H12 1.090, H13 1.090, H14 1.090
9 N 3.43 -3.62 6.62  C8 1.419, O10 1.220, O11 1.169
10 O 4.64 -3.80 6.53  N9 1.220
11 O 2.90 -3.43 7.65  N9 1.169
12 H 1.65 -3.70 5.80  C8 1.090
13 H 3.01 -4.46 4.84  C8 1.090
14 H 2.68 -2.66 4.90  C8 1.090
15 C -0.71 2.30 6.60  O16 1.450, H21 1.090, H22 1.090, H23 1.090
16 O 0.44 3.17 6.69  C15 1.450, C17 1.437
17 C 1.06 3.31 7.98  O16 1.437, C18 1.518, H24 1.090, H25 1.090
18 C 2.02 4.47 8.15  C17 1.518, O19 1.367, H26 1.090, H27 1.090
19 O 1.38 5.67 8.08  C18 1.367, C20 1.380
20 C 2.09 6.77 8.53  O19 1.380, H28 1.090, H29 1.090, H30 1.090
21 H -0.94 1.73 7.51  C15 1.090
22 H -0.58 1.60 5.78  C15 1.090
23 H -1.61 2.88 6.41  C15 1.090
24 H 1.61 2.38 8.10  C17 1.090
25 H 0.35 3.33 8.81  C17 1.090
26 H 2.84 4.36 7.44  C18 1.090
27 H 2.51 4.34 9.12  C18 1.090
28 H 1.38 7.58 8.69  C20 1.090
29 H 2.85 7.17 7.86  C20 1.090
30 H 2.49 6.64 9.54  C20 1.090
31 C -7.81 -3.30 -4.21  O32 1.415, H37 1.090, H38 1.090, H39 1.090
32 O -8.50 -2.90 -5.37  C31 1.415, C33 1.442
33 C -8.96 -1.53 -5.31  O32 1.442, C34 1.513, H40 1.090, H41 1.090
34 C -9.97 -1.21 -6.39  C33 1.513, O35 1.466, H42 1.090, H43 1.090
35 O -9.39 -1.21 -7.73  C34 1.466, C36 1.413
36 C -8.66 -2.33 -8.19  O35 1.413, H44 1.090, H45 1.090, H46 1.090
37 H -8.48 -3.23 -3.35  C31 1.090
38 H -7.02 -2.57 -4.02  C31 1.090
39 H -7.35 -4.29 -4.22  C31 1.090
40 H -8.07 -0.92 -5.50  C33 1.090
41 H -9.29 -1.29 -4.30  C33 1.090
42 H -10.39 -0.24 -6.11  C34 1.090
43 H -10.80 -1.92 -6.40  C34 1.090
44 H -8.55 -2.14 -9.26  C36 1.090
45 H -9.23 -3.26 -8.11  C36 1.090
46 H -7.71 -2.37 -7.67  C36 1.090
47 C 14.12 1.89 5.00  O48 1.456, H53 1.090, H54 1.090, H55 1.090
48 O 12.73 1.66 4.64  C47 1.456, C49 1.424
49 C 12.29 0.30 4.66  O48 1.424, C50 1.508, H56 1.090, H57 1.090
50 C 10.79 0.18 4.64  C49 1.508, O51 1.447, H58 1.090, H59 1.090
51 O 10.17 0.55 3.39  C50 1.447, C52 1.411
52 C 8.82 0.93 3.54  O51 1.411, H60 1.090, H61 1.090, H62 1.090
53 H 14.19 1.63 6.06  C47 1.090
54 H 14.53 2.87 4.74  C47 1.090
55 H 14.79 1.27 4.40  C47 1.090
56 H 12.73 -0.30 5.46  C49 1.090
57 H 12.61 -0.16 3.73  C49 1.090
58 H 10.31 0.86 5.34  C50 1.090
59 H 10.60 -0.84 4.96  C50 1.090
60 H 8.25 0.20 4.12  C52 1.090
61 H 8.37 1.03 2.55  C52 1.090
62 H 8.77 1.95 3.93  C52 1.090
63 C -8.17 1.98 1.56  O64 1.426, H69 1.090, H70 1.090, H71 1.090
64 O -8.67 3.17 0.95  C63 1.426, C65 1.392
65 C -8.65 4.31 1.75  O64 1.392, C66 1.525, H72 1.090, H73 1.090
66 C -9.85 4.48 2.67  C65 1.525, O67 1.465, H74 1.090, H75 1.090
67 O -11.15 4.62 2.02  C66 1.465, C68 1.377
68 C -11.69 3.45 1.53  O67 1.377, H76 1.090, H77 1.090, H78 1.090
69 H -8.43 1.07 1.03  C63 1.090
70 H -8.66 1.73 2.51  C63 1.090
71 H -7.13 2.21 1.79  C63 1.090
72 H -8.56 5.16 1.06  C65 1.090
73 H -7.72 4.39 2.31  C65 1.090
74 H -9.68 5.38 3.26  C66 1.090
75 H -9.86 3.74 3.47  C66 1.090
76 H -12.53 3.76 0.92  C68 1.090
77 H -12.02 2.85 2.37  C68 1.090
78 H -11.05 2.84 0.90  C68 1.090
79 C 5.54 -4.95 -7.82  O80 1.435, H85 1.090, H86 1.090, H87 1.090
80 O 5.37 -3.78 -8.64  C79 1.435, C81 1.408
81 C 4.05 -3.31 -8.79  O80 1.408, C82 1.607, H88 1.090, H89 1.090
82 C 2.97 -4.31 -9.43  C81 1.607, O83 1.403, H90 1.090, H91 1.090
83 O 2.66 -5.44 -8.65  C82 1.403, C84 1.434
84 C 1.49 -6.11 -9.14  O83 1.434, H92 1.090, H93 1.090, H94 1.090
85 H 5.15 -5.86 -8.27  C79 1.090
86 H 5.05 -4.83 -6.85  C79 1.090
87 H 6.62 -5.08 -7.73  C79 1.090
88 H 4.24 -2.45 -9.43  C81 1.090
89 H 3.70 -2.92 -7.84  C81 1.090
90 H 3.22 -4.64 -10.44  C82 1.090
91 H 2.11 -3.66 -9.55  C82 1.090
92 H 1.46 -7.03 -8.57  C84 1.090
93 H 1.52 -6.30 -10.21  C84 1.090
94 H 0.66 -5.45 -8.88  C84 1.090
95 C 2.68 6.43 -0.22  O96 1.438, H101 1.090, H102 1.090, H103 1.090
96 O 1.79 7.56 -0.09  C95 1.438, C97 1.419
97 C 0.72 7.33 0.81  O96 1.419, C98 1.555, H104 1.090, H105 1.090
98 C -0.21 6.12 0.52  C97 1.555, O99 1.453, H106 1.090, H107 1.090
99 O -0.68 6.12 -0.85  C98 1.453, C100 1.424
100 C -1.84 6.90 -1.12  O99 1.424, H108 1.090, H109 1.090, H110 1.090
101 H 2.17 5.61 -0.72  C95 1.090
102 H 3.01 6.12 0.76  C95 1.090
103 H 3.53 6.66 -0.86  C95 1.090
104 H 0.01 8.15 0.80  C97 1.090
105 H 1.12 7.30 1.83  C97 1.090
106 H -1.08 6.18 1.18  C98 1.090
107 H 0.30 5.19 0.78  C98 1.090
108 H -2.37 6.39 -1.93  C100 1.090
109 H -1.50 7.88 -1.47  C100 1.090
110 H -2.38 7.23 -0.23  C100 1.090
111 C 2.68 -5.57 -1.01  O112 1.409, H117 1.090, H118 1.090, H119 1.090
112 O 1.40 -6.10 -0.75  C111 1.409, C113 1.403
113 C 0.73 -6.69 -1.83  O112 1.403, C114 1.568, H120 1.090, H121 1.090
114 C -0.70 -7.23 -1.48  C113 1.568, O115 1.478, H122 1.090, H123 1.090
115 O -0.61 -8.23 -0.39  C114 1.478, C116 1.397
116 C -0.08 -7.79 0.83  O115 1.397, H124 1.090, H125 1.090, H126 1.090
117 H 3.35 -6.40 -1.28  C111 1.090
118 H 3.16 -4.93 -0.26  C111 1.090
119 H 2.64 -4.84 -1.81  C111 1.090
120 H 1.27 -7.52 -2.27  C113 1.090
121 H 0.70 -6.01 -2.68  C113 1.090
122 H -1.31 -7.71 -2.25  C114 1.090
123 H -1.20 -6.34 -1.10  C114 1.090
124 H 1.00 -7.89 0.85  C116 1.090
125 H -0.52 -8.30 1.69  C116 1.090
126 H -0.29 -6.73 0.92  C116 1.090

The following is a DFT calculation (ωB97M-V/def2-TZVPD) of an isolated molecule of C5H8N2 at a distorted geometry.

* orbital gap: 0.3776 Ha
* HOMO energy: -0.34236 hartree
* SMILES: C1=NN=CCCC1

Bonds (Å) are listed after each position.
Geometry (Å):
1 C 1.38 0.52 0.67  N2 1.299, C7 1.474, H8 1.088
2 N 1.78 -0.64 0.27  C1 1.299, N3 1.409
3 N 1.31 -0.85 -1.04  N2 1.409, C4 1.320
4 C 0.05 -1.25 -1.03  N3 1.320, C5 1.478, H9 1.032
5 C -0.87 -0.96 0.10  C4 1.478, C6 1.522, H10 1.126, H11 1.118
6 C -1.03 0.56 0.14  C5 1.522, C7 1.507, H12 1.074, H13 1.132
7 C 0.29 1.29 0.05  C1 1.474, C6 1.507, H14 1.094, H15 1.174
8 H 1.76 0.65 1.68  C1 1.088
9 H -0.29 -1.84 -1.80  C4 1.032
10 H -0.30 -1.22 1.03  C5 1.126
11 H -1.74 -1.66 0.04  C5 1.118
12 H -1.46 0.74 1.10  C6 1.074
13 H -1.73 0.90 -0.68  C6 1.132
14 H 0.26 2.27 0.55  C7 1.094
15 H 0.59 1.49 -1.07  C7 1.174

The following is a DFT calculation (ωB97M-V/def2-TZVPD) of the ion C5H9N2S with charge +1 at a distorted geometry.

* charge: +1
* orbital gap (alpha / beta): 0.2964 / 0.2964 Ha
* HOMO energy (alpha / beta): -0.45650 / -0.45649 hartree

Bonds (Å) are listed after each position.
Geometry (Å):
1 C -1.18 -0.85 0.09  C2 1.367, N6 1.393, H9 1.049
2 C -1.96 0.22 -0.25  C1 1.367, N7 1.349, H10 1.150
3 C -0.11 1.55 0.34  C4 1.478, N7 1.408, H11 1.215, H12 1.142
4 C 0.80 0.42 0.03  C3 1.478, N6 1.326, S8 1.704
5 C 0.99 -2.01 0.01  N6 1.475, H13 1.100, H14 1.055, H15 1.066
6 N 0.20 -0.76 0.01  C1 1.393, C4 1.326, C5 1.475
7 N -1.36 1.43 -0.28  C2 1.349, C3 1.408, H16 1.009
8 S 2.49 0.54 -0.22  C4 1.704, H17 1.283
9 H -1.43 -1.87 0.03  C1 1.049
10 H -3.10 0.09 -0.36  C2 1.150
11 H -0.21 1.68 1.54  C3 1.215
12 H 0.53 2.48 0.16  C3 1.142
13 H 2.02 -1.65 -0.01  C5 1.100
14 H 0.91 -2.65 0.84  C5 1.055
15 H 0.63 -2.56 -0.83  C5 1.066
16 H -1.82 2.11 -0.88  N7 1.009
17 H 2.61 1.82 -0.20  S8 1.283

The following is a DFT calculation (ωB97M-V/def2-TZVPD) of an isolated molecule of C2H2ClP at a distorted geometry.

* orbital gap (alpha / beta): 0.2984 / 0.2975 Ha
* HOMO energy (alpha / beta): -0.30839 / -0.31376 hartree
* SMILES: C=P#CCl

Bonds (Å) are listed after each position.
Geometry (Å):
1 C -0.52 -0.48 -0.58  P2 1.791, H5 1.037, H6 1.027
2 P 0.97 0.38 -1.09  C1 1.791, C3 1.735
3 C 0.97 0.98 0.53  P2 1.735, Cl4 1.624
4 Cl 0.56 0.51 2.03  C3 1.624
5 H -0.58 -1.35 -0.02  C1 1.037
6 H -1.40 -0.05 -0.87  C1 1.027

Record-wise energy values, in Ha: -2594.4737; -3233.5899; -2651.7987; -304.7358; -703.3179; -878.7649
Record-wise energy above the lowest of the compared OMol25 structures with the same formula, charge and spin values, in kJ/mol: 153.5; 0.0; 384.2; 261.6; 142.4; 378.0